P) Molecular formula: CH3NO2P
Method: DFT, wB97M-V/def2-TZVPD

Last column: Löwdin charge in e.
Geometry (Å):
1 C 2.20 -0.25 0.50  -0.09
2 N -1.32 -0.52 -0.43  -0.30
3 O 2.48 -0.77 -0.49  -0.06
4 O 0.60 1.21 0.14  -0.76
5 P -0.89 1.18 -0.12  0.41
6 H -0.98 -0.89 0.45  -0.04
7 H -0.81 -0.88 -1.23  -0.03
8 H -1.28 0.91 1.16  -0.14

Computed properties:
HOMO in eV: -2.7
LUMO energy in eV: 4.4
Net charge: -1
Molar mass in g mol⁻¹: 92.01

Q) Molecular formula: CH3NO2P
Method: DFT, wB97M-V/def2-TZVPD

Last column: Löwdin charge in e.
Geometry (Å):
1 C -0.63 0.91 -0.82  -1.01
2 N -1.07 -0.10 1.61  -0.40
3 O -1.44 0.16 -1.36  -0.15
4 O -0.61 2.12 -0.78  -0.10
5 P -0.06 -0.32 0.48  0.76
6 H 2.39 -1.59 -0.18  -0.08
7 H -1.62 0.79 1.56  -0.02
8 H 3.04 -1.98 -0.52  0.00

Computed properties:
HOMO in eV: -3.4
LUMO energy in eV: 4.6
Net charge: -1
Molar mass in g mol⁻¹: 92.01

The most stable arrangement is P), and the next structure is 20.6 kcal/mol less stable.

P) Molecular formula: C3H6NO2S2
Method: DFT, wB97M-V/def2-TZVPD

Last column: Löwdin charge in e.
Geometry (Å):
1 C -0.42 0.97 0.34  -0.40
2 C -1.16 0.58 -0.94  -0.52
3 C -0.33 -1.32 0.76  -0.47
4 N 0.48 -0.03 0.74  -0.34
5 O 2.67 -1.29 0.02  -0.52
6 O 2.41 1.03 -0.40  -0.53
7 S -1.23 -1.23 -0.87  0.73
8 S 1.76 -0.29 -0.55  0.60
9 H 0.22 1.80 0.04  0.09
10 H -1.13 1.14 1.16  0.11
11 H -2.12 1.12 -0.98  0.06
12 H -0.57 0.85 -1.86  0.07
13 H 0.43 -2.01 0.80  0.00
14 H -1.02 -1.32 1.73  0.11

Computed properties:
HOMO in eV: -3.6
LUMO energy in eV: 3.3
Net charge: -1
Molar mass in g mol⁻¹: 152.22

Q) Molecular formula: C3H6NO2S2
Method: DFT, wB97M-V/def2-TZVPD

Last column: Löwdin charge in e.
Geometry (Å):
1 N 1.32 1.29 0.32  0.02
2 C 0.11 0.51 0.60  -0.43
3 C -0.17 -0.45 -0.53  -0.53
4 S -0.79 0.48 -1.97  0.39
5 S -1.06 -0.96 -3.39  0.24
6 C 0.14 -0.29 1.96  -0.71
7 O -0.79 -1.10 2.13  -0.08
8 O 1.04 0.06 2.76  -0.08
9 H 1.30 2.10 0.92  0.06
10 H 2.09 0.75 0.70  0.06
11 H -0.74 1.18 0.70  0.12
12 H -0.89 -1.22 -0.24  0.07
13 H 0.73 -0.95 -0.86  0.07
14 H -2.29 -1.41 -3.09  -0.21

Computed properties:
SMILES string: N[C@@H](CSS)C(=O)[O-]
HOMO in eV: -4.3
LUMO energy in eV: 2.8
Net charge: -1
Molar mass in g mol⁻¹: 152.22

The most stable arrangement is Q), and the next structure is 40.9 kcal/mol less stable.

P) Molecular formula: C21H60O9
Method: DFT, wB97M-V/def2-TZVPD

Last column: Löwdin charge in e.
Geometry (Å):
1 C 7.10 39.32 20.04  -0.06
2 C 7.58 40.17 18.94  -0.47
3 C 8.80 39.62 18.22  -0.04
4 O 6.57 40.41 18.04  0.04
5 H 6.19 39.67 20.53  0.07
6 H 7.66 39.41 21.02  0.09
7 H 6.72 38.38 19.78  0.06
8 H 8.02 41.33 19.41  0.19
9 H 9.60 39.59 18.93  0.09
10 H 9.28 40.23 17.57  0.02
11 H 8.60 38.63 18.04  0.04
12 H 6.07 40.98 18.37  -0.08
13 C 3.28 43.02 20.47  -0.07
14 C 4.54 43.64 19.95  -0.36
15 C 5.62 43.73 21.11  -0.04
16 O 5.07 42.64 18.91  -0.10
17 H 2.82 43.49 21.25  0.03
18 H 3.43 41.94 20.85  0.11
19 H 2.35 42.96 19.81  0.11
20 H 4.47 44.50 19.37  0.10
21 H 5.73 42.73 21.40  0.03
22 H 5.54 44.35 21.96  0.05
23 H 6.69 44.04 20.56  0.14
24 H 5.52 43.10 18.19  0.08
25 C 10.05 40.55 23.07  -0.07
26 C 10.52 41.72 22.44  -0.47
27 C 9.41 42.48 21.59  -0.02
28 O 10.93 42.75 23.43  -0.09
29 H 9.01 40.61 23.79  0.16
30 H 10.94 40.10 23.66  0.13
31 H 9.64 40.08 22.29  0.01
32 H 11.23 41.60 21.80  0.07
33 H 9.86 43.24 21.10  0.03
34 H 8.42 42.86 22.30  0.17
35 H 8.90 41.90 21.02  -0.06
36 H 11.38 43.45 22.87  0.11
37 C 10.16 38.85 14.58  -0.06
38 C 11.43 38.14 14.95  -0.51
39 C 11.76 38.22 16.40  -0.04
40 O 11.11 36.76 14.67  -0.09
41 H 9.19 38.55 15.12  0.09
42 H 9.86 38.82 13.44  0.12
43 H 10.00 39.85 14.86  0.04
44 H 12.23 38.39 14.33  0.12
45 H 12.83 37.93 16.38  0.10
46 H 11.08 37.65 16.99  0.07
47 H 11.77 39.27 16.65  0.06
48 H 12.06 36.47 14.41  0.13
49 C 9.86 44.12 15.91  -0.04
50 C 11.22 43.62 16.44  -0.43
51 C 11.05 42.45 17.39  -0.04
52 O 11.88 43.12 15.20  -0.13
53 H 9.35 43.30 15.65  0.03
54 H 10.09 44.80 15.23  0.02
55 H 9.23 44.82 16.66  0.14
56 H 11.81 44.51 16.70  0.13
57 H 10.92 42.73 18.33  0.01
58 H 11.89 41.71 17.47  0.10
59 H 10.06 42.06 17.02  0.08
60 H 12.88 42.85 15.27  0.14
61 C 9.34 35.83 19.36  -0.04
62 C 8.43 34.77 20.01  -0.51
63 C 6.98 34.80 19.41  -0.03
64 O 9.02 33.53 19.90  0.00
65 H 9.01 36.90 19.48  0.07
66 H 9.28 35.97 18.32  0.05
67 H 10.32 35.79 19.78  0.07
68 H 8.41 34.87 21.08  0.12
69 H 6.60 35.77 19.58  0.03
70 H 6.30 33.97 19.82  0.09
71 H 7.21 34.52 18.17  0.15
72 H 9.50 33.39 20.63  0.02
73 C 6.61 37.89 23.56  -0.10
74 O 5.74 38.91 22.96  -0.20
75 H 6.64 38.24 24.64  0.10
76 H 7.48 37.95 22.97  0.04
77 H 6.12 36.87 23.51  0.10
78 H 6.06 39.81 23.25  0.10
79 C 6.63 36.83 16.07  -0.15
80 O 5.98 37.59 17.15  -0.19
81 H 6.73 37.44 15.17  0.07
82 H 6.30 35.79 16.18  0.08
83 H 7.68 36.78 16.12  0.02
84 H 6.50 38.53 17.27  0.11
85 C 3.36 37.80 20.25  -0.10
86 O 3.55 37.51 21.66  -0.16
87 H 4.21 38.12 19.81  0.00
88 H 2.63 38.73 20.31  0.11
89 H 2.86 36.84 19.89  0.10
90 H 4.30 37.90 22.11  0.00

Computed properties:
SMILES string: CC(C)O.CC(C)O.CC(C)O.CC(C)O.CC(C)O.CC(C)O.CO.CO.CO
HOMO in eV: -9.3
LUMO energy in eV: 0.2
Net charge: 0
Molar mass in g mol⁻¹: 456.70

Q) Molecular formula: C21H60O9
Method: DFT, wB97M-V/def2-TZVPD

Last column: Löwdin charge in e.
Geometry (Å):
1 C -6.47 0.41 0.22  -0.07
2 C -5.09 0.91 0.48  -0.52
3 C -4.75 2.14 -0.43  -0.03
4 O -5.06 1.31 1.81  -0.06
5 H -6.63 0.06 -0.80  0.08
6 H -7.20 1.22 0.35  0.09
7 H -6.76 -0.41 0.87  0.08
8 H -4.37 0.10 0.57  0.13
9 H -3.78 2.57 -0.16  0.07
10 H -5.58 2.84 -0.45  0.08
11 H -4.65 1.74 -1.44  0.07
12 H -4.24 1.78 1.98  0.08
13 C -3.21 -5.85 -2.59  -0.06
14 C -2.25 -4.75 -2.97  -0.54
15 C -2.94 -3.38 -3.14  -0.05
16 O -1.25 -4.61 -2.04  -0.03
17 H -4.07 -5.88 -3.26  0.08
18 H -3.63 -5.74 -1.59  0.08
19 H -2.64 -6.78 -2.57  0.08
20 H -1.88 -5.01 -3.96  0.14
21 H -2.34 -2.71 -3.76  0.08
22 H -3.11 -2.85 -2.20  0.07
23 H -3.94 -3.56 -3.52  0.07
24 H -1.67 -4.40 -1.20  0.08
25 C 3.78 -0.86 -4.84  -0.07
26 C 4.65 -1.40 -5.90  -0.54
27 C 6.03 -0.73 -5.96  -0.06
28 O 4.91 -2.74 -5.61  -0.04
29 H 3.64 0.22 -4.94  0.09
30 H 4.26 -0.99 -3.87  0.09
31 H 2.83 -1.40 -4.79  0.08
32 H 4.28 -1.20 -6.91  0.13
33 H 6.55 -1.07 -5.07  0.07
34 H 6.06 0.35 -5.88  0.08
35 H 6.69 -1.19 -6.70  0.08
36 H 4.07 -3.11 -5.31  0.08
37 C -3.38 5.59 3.27  -0.08
38 C -1.95 5.02 3.49  -0.30
39 O -2.04 3.68 3.03  -0.10
40 H -3.60 5.59 2.20  0.07
41 H -3.44 6.64 3.58  0.06
42 H -4.16 5.06 3.82  0.07
43 H -1.60 5.05 4.52  0.10
44 H -1.17 5.54 2.92  0.10
45 H -1.23 3.24 3.31  0.07
46 C -0.30 -0.11 -0.17  -0.07
47 C 1.21 -0.30 -0.18  -0.34
48 O 1.84 0.01 1.03  -0.07
49 H -0.78 -0.89 0.42  0.07
50 H -0.69 -0.10 -1.19  0.07
51 H -0.58 0.84 0.27  0.07
52 H 1.63 0.34 -0.95  0.10
53 H 1.60 -1.26 -0.53  0.11
54 H 2.71 -0.39 0.99  0.08
55 C 1.27 4.76 -1.35  -0.09
56 C 2.73 4.46 -1.10  -0.34
57 O 3.44 5.68 -1.03  -0.07
58 H 1.06 5.61 -2.01  0.08
59 H 0.85 5.04 -0.39  0.07
60 H 0.66 3.93 -1.70  0.07
61 H 3.13 3.98 -1.99  0.10
62 H 2.87 3.79 -0.26  0.11
63 H 4.12 5.53 -0.36  0.08
64 C -3.99 -3.48 3.30  -0.09
65 C -3.82 -4.42 2.15  -0.34
66 O -2.48 -4.36 1.74  -0.09
67 H -4.97 -3.58 3.78  0.07
68 H -3.94 -2.43 3.01  0.08
69 H -3.29 -3.67 4.12  0.07
70 H -4.42 -4.09 1.31  0.11
71 H -4.10 -5.45 2.34  0.11
72 H -1.91 -4.73 2.41  0.08
73 C 7.02 1.20 0.06  -0.09
74 C 6.94 0.12 1.06  -0.33
75 O 5.97 -0.87 0.63  -0.10
76 H 7.17 0.78 -0.94  0.08
77 H 7.86 1.81 0.39  0.08
78 H 6.12 1.80 0.02  0.07
79 H 6.69 0.43 2.07  0.11
80 H 7.87 -0.43 1.17  0.11
81 H 6.41 -1.71 0.47  0.07
82 C -0.01 -0.41 5.43  -0.08
83 C 1.26 0.47 5.42  -0.33
84 O 1.14 1.57 4.55  -0.08
85 H -0.83 0.20 5.81  0.07
86 H 0.15 -1.31 6.04  0.07
87 H -0.32 -0.76 4.44  0.06
88 H 2.16 -0.06 5.10  0.11
89 H 1.48 0.78 6.44  0.11
90 H 1.38 1.23 3.68  0.07

Computed properties:
SMILES string: CC(C)O.CC(C)O.CC(C)O.CCO.CCO.CCO.CCO.CCO.CCO
HOMO in eV: -9.7
LUMO energy in eV: 0.3
Net charge: 0
Molar mass in g mol⁻¹: 456.70

The most stable arrangement is Q), and the next structure is 225.6 kcal/mol less stable.

P) Molecular formula: C2H6IN3
Method: DFT, wB97M-V/def2-TZVPD

Last column: Löwdin charge in e.
Geometry (Å):
1 N 1.25 1.16 -0.08  0.28
2 C 0.67 0.07 0.18  -0.34
3 N 1.23 -1.06 0.36  0.30
4 N -0.84 -0.06 0.36  0.06
5 C -1.78 -0.05 -0.58  -0.57
6 I -3.70 -0.18 -0.06  1.31
7 H 2.18 1.14 -0.52  0.19
8 H 0.72 2.12 -0.04  0.24
9 H 2.22 -1.14 0.06  0.20
10 H 0.81 -1.84 0.72  0.13
11 H -1.34 -0.29 1.19  0.11
12 H -1.43 0.15 -1.59  0.10

Computed properties:
SMILES string: NC(=[NH2+])/[NH+]=C/I
HOMO in eV: -19.0
LUMO energy in eV: -9.9
Net charge: +2
Molar mass in g mol⁻¹: 199.00

Q) Molecular formula: C2H6IN3
Method: DFT, wB97M-V/def2-TZVPD

Last column: Löwdin charge in e.
Geometry (Å):
1 C -0.48 1.13 0.24  -0.10
2 C 0.56 -1.01 -0.45  -0.09
3 N -1.13 1.78 1.12  0.25
4 N 1.12 -1.00 -1.57  0.21
5 N -0.17 -0.15 0.29  0.12
6 I 0.97 -4.23 1.06  0.41
7 H -0.18 1.78 -0.69  0.23
8 H -1.38 2.72 0.99  0.13
9 H -1.69 1.45 2.05  0.26
10 H 1.43 -0.11 -2.23  0.25
11 H 1.67 -1.81 -1.85  0.14
12 H -0.72 -0.56 1.04  0.17

Computed properties:
HOMO (spin up / spin down) in eV: -17.2 / -17.2
LUMO energy (spin up / spin down) in eV: -11.4 / -10.4
Net charge: +2
Molar mass in g mol⁻¹: 199.00

The most stable arrangement is P), and the next structure is 60.4 kcal/mol less stable.